No. 1
Below is a structure of composition C27H47CuGe2N2Si, with properties calculated with wB97M-V/def2-TZVPD.

Structure (XYZ):
```
80
C27H47CuGe2N2Si, DFT wB97M-V/def2-TZVPD
Cu 1.43777 -0.72194 -0.08946
N 3.65637 -0.80190 -0.03588
C 4.29866 -1.63630 -1.07983
C 4.02860 -3.11433 -0.85624
C 2.56875 -3.52759 -0.94494
N 1.73023 -2.86757 0.08496
H 3.93517 0.16503 -0.16046
H 3.99583 -1.06836 0.88326
H 5.37481 -1.46659 -1.10278
H 3.89608 -1.33235 -2.04891
H 4.43324 -3.41532 0.11860
H 4.58327 -3.67489 -1.60760
H 2.50235 -4.61093 -0.84129
H 2.16982 -3.26525 -1.92727
H 2.12533 -3.03599 1.00634
H 0.82930 -3.32399 0.11788
C 3.43046 3.20561 -2.04919
C 2.76788 1.83460 -1.84326
Ge 1.70616 1.75381 -0.18271
C 2.71130 1.93757 1.50336
C 3.37652 3.31649 1.63438
C 0.51394 3.25853 -0.25099
C -0.77266 2.91299 -0.32531
Ge -0.93990 0.94086 -0.26676
C -1.64921 0.55686 1.52365
C -3.05008 1.08004 1.86449
C -1.50097 0.33882 -2.05228
C -2.91318 0.69818 -2.53392
C -1.91463 3.87310 -0.38288
C -3.23702 3.42986 -0.39005
C -4.30576 4.31785 -0.41538
C -4.06374 5.68293 -0.43774
C -2.75246 6.14541 -0.43853
C -1.69463 5.25307 -0.41047
H 3.91061 3.25699 -3.02800
H 4.19565 3.40815 -1.29828
H 2.69645 4.01328 -2.00094
H 3.51152 1.03487 -1.89938
H 2.04855 1.63908 -2.64341
H 3.44766 1.14021 1.63307
H 1.96619 1.80057 2.29181
H 4.14039 3.47740 0.87217
H 3.85919 3.41877 2.60807
H 2.64433 4.12211 1.54495
H 0.84616 4.29782 -0.23098
H -0.89793 1.02721 2.16430
H -1.59394 -0.52067 1.68838
H -3.10543 2.16721 1.80949
H -3.30647 0.78656 2.88597
H -3.81927 0.67122 1.20562
H -1.33877 -0.73621 -2.11393
H -0.75176 0.81882 -2.68748
H -3.69231 0.27602 -1.89334
H -3.06601 0.29912 -3.54069
H -3.06442 1.77403 -2.58694
H -3.44071 2.36779 -0.36817
H -5.32290 3.94331 -0.41220
H -4.88942 6.38475 -0.45172
H -2.55556 7.21182 -0.46016
H -0.68217 5.64007 -0.41374
C -3.37171 -2.21203 -0.06054
Si -1.53908 -2.54990 -0.09659
C -1.16328 -3.52222 -1.65894
C -1.06807 -3.60135 1.38531
C -0.74435 -3.08298 2.64384
C -0.49438 -3.92449 3.72250
C -0.54870 -5.30394 3.55960
C -0.85380 -5.84053 2.31579
C -1.11002 -4.99693 1.24014
H -3.87584 -3.17561 0.08205
H -3.72123 -1.77922 -1.00147
H -3.66942 -1.55641 0.76104
H -2.02858 -4.15146 -1.89725
H -0.29218 -4.17871 -1.56763
H -0.99378 -2.86224 -2.51332
H -0.67289 -2.00876 2.79606
H -0.26295 -3.50033 4.69266
H -0.35033 -5.95871 4.39958
H -0.90006 -6.91538 2.18239
H -1.35660 -5.43735 0.27750
```

Properties
Spin multiplicity = 2
⟨S²⟩ = 0.75
Total charge = +1
HOMO level (spin up / spin down) = -9.63 / -10.77 eV
Energy above the lowest of the compared OMol25 structures with the same formula, charge and spin = 1.597 eV
Electronic energy = -197284.319 eV

These are the Löwdin partial charges, in e, on atoms 1 to 5: 0.241 -0.029 -0.229 -0.186 -0.230

=====

No. 2
Below is a cluster of 2 separate species, C22H39IN3O7 in total in a non-equilibrium geometry, with properties calculated with wB97M-V/def2-TZVPD.

Structure (XYZ):
```
72
C22H39IN3O7, DFT wB97M-V/def2-TZVPD
C 2.38504 -0.37738 1.55400
C 1.09181 -0.86296 2.21008
C 0.71060 -2.34306 2.02841
C 0.28494 -2.91981 0.66395
C 1.38239 -2.69216 -0.38740
C -1.20793 -2.76280 0.21226
C -1.39950 -3.56398 -1.13746
C -1.18803 -2.82308 -2.45341
O -0.11923 -2.68953 -2.96290
I -2.85296 -1.96562 -3.50624
C -2.07595 -3.50699 1.26630
C -3.49528 -2.98391 1.53890
C -3.99210 -3.72475 2.79744
C -4.41579 -3.25310 0.34043
O -4.00504 -2.57154 -0.64876
O -5.34663 -4.00136 0.45005
C -3.50297 -1.48972 1.85675
O -4.72127 -0.79384 1.45241
C -4.68620 -0.17879 0.32111
N -4.58656 0.43112 -0.64681
C -2.24666 -0.80882 1.36278
N -1.75115 -1.35819 0.05486
C -0.85396 -0.39334 -0.63340
C -1.55797 0.84049 -1.21227
O -0.65707 1.97193 -1.05752
C -0.67336 2.54212 0.14099
O 0.33121 2.85198 0.72657
H 2.71288 0.52559 2.07144
H 2.29490 -0.17464 0.48967
H 3.17503 -1.10903 1.72276
H 0.27434 -0.16960 2.01671
H 1.26126 -0.75586 3.28472
H -0.00591 -2.58550 2.81294
H 1.60325 -2.90547 2.31315
H 0.32408 -4.00364 0.80659
H 1.31779 -3.39941 -1.20383
H 2.33247 -2.89367 0.11147
H 1.45521 -1.67478 -0.75071
H -0.66822 -4.37078 -1.15494
H -2.38336 -4.01745 -1.15198
H -1.58032 -3.57108 2.23170
H -2.16890 -4.53344 0.91546
H -3.89321 -4.79679 2.65014
H -5.02311 -3.46752 3.01499
H -3.34567 -3.45969 3.63972
H -3.50593 -1.39637 2.93931
H -2.37699 0.26961 1.30840
H -1.47714 -0.98700 2.10639
H -2.60837 -1.47999 -0.55183
H -0.36015 -0.88253 -1.46099
H -0.06404 -0.05660 0.03228
H -1.73409 0.73707 -2.27487
H -2.50681 1.06914 -0.73146
H -1.66584 2.73776 0.56775
C 4.97225 3.76088 -2.01334
C 3.46496 3.79297 -1.81194
C 2.75575 5.03453 -2.35004
O 3.01783 6.15740 -1.54079
C 4.12839 6.97828 -1.92002
N 3.16634 3.78692 -0.33597
H 5.48710 4.46922 -1.36316
H 5.37216 2.76861 -1.80027
H 5.21833 4.00240 -3.04485
H 3.01904 2.89182 -2.23232
H 1.67577 4.86991 -2.30299
H 3.01753 5.20779 -3.39543
H 4.31306 6.91640 -2.99308
H 5.03286 6.69837 -1.37720
H 3.87501 8.00274 -1.66082
H 3.72194 3.10839 0.18310
H 2.17280 3.59963 -0.14671
H 3.35536 4.73250 0.01975
```

Properties
Total charge = +1
HOMO level = -10.42 eV
Energy above the lowest of the compared OMol25 structures with the same formula, charge and spin = 0.000 eV
Electronic energy = -50341.328 eV

These are the Löwdin partial charges, in e, on atoms 1 to 5: -0.107 -0.247 -0.157 -0.262 -0.043

=====

No. 3
Below is an isolated molecule of C6H8S in a non-equilibrium geometry, with properties calculated with wB97M-V/def2-TZVPD.

Structure (XYZ):
```
15
C6H8S, DFT wB97M-V/def2-TZVPD
C 1.03014 0.94176 -0.27121
C 0.16944 1.93450 0.11017
C 0.23738 -0.35412 -0.42949
C -1.18919 1.53271 0.18901
C -1.27348 0.23735 -0.17893
C 0.97281 -1.64478 0.24032
S -2.65684 -0.73911 0.03078
H 2.18518 1.06081 -0.17285
H 0.56461 2.87771 0.45870
H 0.38013 -0.52035 -1.45118
H -1.94665 2.20897 0.53486
H 0.29306 -2.51996 0.32007
H 1.18952 -1.39187 1.23256
H 1.86150 -1.86108 -0.28744
H -1.81760 -1.76255 -0.32536
```

Properties
Structure (SMILES) = C[C@@H]1C=CC=C1S
Total charge = 0
HOMO level = -7.61 eV
Energy above the lowest of the compared OMol25 structures with the same formula, charge and spin = 1.795 eV
Electronic energy = -17184.675 eV

These are the Löwdin partial charges, in e, on atoms 1 to 5: -0.092 -0.135 -0.278 -0.151 -0.620

=====

No. 4
Below is a structure of composition C25H21MnN3O6S, with properties calculated with wB97M-V/def2-TZVPD.

Structure (XYZ):
```
57
C25H21MnN3O6S, DFT wB97M-V/def2-TZVPD
Mn 0.51276 -0.65818 -0.03020
C -0.19371 3.33489 -1.33929
O -1.30167 3.30829 -0.44897
C -1.17208 2.73471 0.78508
C -2.12513 3.12496 1.71720
C -2.13932 2.60550 3.00491
C -1.16179 1.69646 3.38085
C -0.20741 1.30194 2.45533
C 0.88730 0.35307 2.77001
N 0.86092 -0.84381 2.35142
N 2.06809 -1.53275 2.53644
C 2.72977 -1.57619 1.43363
O 2.34932 -1.03364 0.29716
C 4.06487 -2.23165 1.42951
C 4.48386 -3.00342 2.50874
C 5.73415 -3.59661 2.49316
C 6.57787 -3.42458 1.40120
C 6.15886 -2.66170 0.32173
C 4.90251 -2.06916 0.33389
C -0.20704 1.77221 1.13206
O 0.65503 1.26122 0.25162
H 0.05124 2.34827 -1.72129
H 0.69240 3.74556 -0.84996
H -0.50104 3.99067 -2.15340
H -2.86688 3.84685 1.39616
H -2.90139 2.91678 3.70781
H -1.14187 1.28519 4.38273
H 1.79210 0.73482 3.25157
H 3.80700 -3.13980 3.34082
H 6.05067 -4.20610 3.33077
H 7.55471 -3.89288 1.38948
H 6.80746 -2.53224 -0.53599
H 4.55342 -1.48349 -0.50493
C -5.98735 1.14677 0.03466
O -5.62136 1.19272 -1.33298
C -4.35750 0.81027 -1.64575
C -4.00964 0.92862 -3.00781
C -2.74481 0.58813 -3.38819
C -1.75909 0.12939 -2.48197
C -0.40923 -0.13753 -2.93841
C -0.06020 -0.17822 -4.40966
O 0.54746 -0.33389 -2.18035
C -2.13267 -0.00044 -1.11159
O -1.36398 -0.41177 -0.15882
C -3.45145 0.34617 -0.72871
H -7.00801 1.51704 0.08575
H -5.33360 1.78124 0.63805
H -5.94888 0.12504 0.41963
H -4.74076 1.29750 -3.71294
H -2.48856 0.70705 -4.43091
H -0.89838 -0.13197 -5.09561
H 0.48743 -1.10572 -4.57486
H 0.62577 0.64448 -4.61755
H -3.67349 0.25036 0.32346
S 0.00332 -2.96979 -0.53160
C 1.10895 -3.97005 0.25380
N 1.84104 -4.70059 0.77306
```

Properties
Spin multiplicity = 5
⟨S²⟩ = 6.07
Total charge = -1
HOMO level (spin up / spin down) = -5.10 / -5.22 eV
Electronic energy = -85179.604 eV

These are the Löwdin partial charges, in e, on atoms 1 to 5: 0.816 -0.065 -0.080 -0.220 -0.028

=====

No. 5
Below is a structure of composition C11H12GdN2O4 in a non-equilibrium geometry, with properties calculated with wB97M-V/def2-TZVPD.

Structure (XYZ):
```
30
C11H12GdN2O4, DFT wB97M-V/def2-TZVPD
Gd 0.94491 -0.82862 0.55546
C -1.55208 -1.03364 1.31513
O -2.54446 -1.55224 1.60002
C 0.26715 -3.00606 1.82420
O -0.49604 -3.59764 2.45997
C 0.45631 -0.69563 3.00553
O -0.05160 -0.84802 4.05613
C -0.53663 -2.29052 -0.62734
O -1.48688 -2.85312 -1.00220
C 4.11276 -1.64536 -0.14552
H 3.94155 -1.66536 -1.23092
H 4.36500 -0.67290 0.30124
C 4.09789 -2.77964 0.58569
H 4.32244 -2.78911 1.66067
H 3.91071 -3.76250 0.13170
C -2.49490 2.02769 -3.16736
C -1.71054 1.84465 -1.92792
C -1.51336 2.68656 -0.82330
C -0.67731 2.01902 0.07389
N -0.33981 0.79064 -0.46617
N -1.02871 0.73353 -1.65157
C -0.30630 2.42785 1.44911
H -3.50520 2.40639 -2.93915
H -1.99877 2.78608 -3.80143
H -2.62897 1.07818 -3.70601
H -1.92989 3.67367 -0.67520
H -1.01703 -0.10079 -2.24233
H 0.75995 2.21924 1.65813
H -0.42019 3.52520 1.53453
H -0.93998 1.90245 2.19504
```

Properties
Spin multiplicity = 8
⟨S²⟩ = 16.09
Total charge = +3
HOMO level (spin up / spin down) = -20.17 / -19.64 eV
Electronic energy = -43572.658 eV

These are the Löwdin partial charges, in e, on atoms 1 to 5: 1.504 -0.063 0.239 -0.041 0.218

=====

No. 6
Below is a structure of composition C17H16BrN2O6Tc, with properties calculated with wB97M-V/def2-TZVPD.

Structure (XYZ):
```
43
C17H16BrN2O6Tc, DFT wB97M-V/def2-TZVPD
Tc -0.40398 -0.07490 0.21082
O -4.34563 0.05531 -0.18980
C -3.22758 0.05062 0.18907
O -2.15560 -0.37897 -0.51873
C -2.76187 0.54687 1.59860
O -3.45564 0.87950 2.48850
O -1.38542 0.55706 1.66618
C 2.55238 -2.04695 -1.41731
N 3.31698 -2.18570 -0.14742
C 4.07471 -3.46771 -0.15578
C 2.47798 -2.00653 1.11177
C 1.14421 -2.69018 1.05560
C 1.12097 -4.02726 1.44485
C -0.04338 -4.77802 1.43335
C -1.22202 -4.18613 1.02502
C -1.23377 -2.85055 0.65130
C -0.07134 -2.06957 0.66162
H 3.25299 -2.10980 -2.24582
H 2.06427 -1.07997 -1.43475
H 1.82612 -2.85297 -1.47650
H 3.97566 -1.39943 -0.11901
H 3.36579 -4.28941 -0.21129
H 4.66529 -3.53984 0.75364
H 4.72736 -3.48267 -1.02482
H 2.37330 -0.94484 1.23970
H 3.09188 -2.39339 1.92335
H 2.03876 -4.48571 1.79485
H -0.02594 -5.81140 1.75184
H -2.14398 -4.75147 1.00531
H -2.17406 -2.42331 0.33847
Br 4.34164 6.34579 -0.65861
C 2.94683 5.08959 -0.60377
C 1.62467 5.51641 -0.69515
N 0.59465 4.67810 -0.67008
C 0.85119 3.38755 -0.53041
C 2.13505 2.86759 -0.42903
C 3.21539 3.74181 -0.47961
C 2.37864 1.41158 -0.31000
O 3.41299 0.87031 -0.64173
O 1.37895 0.69459 0.21426
H 1.39601 6.57061 -0.79336
H -0.02077 2.73668 -0.51959
H 4.22939 3.37098 -0.41928
```

Properties
Spin multiplicity = 4
⟨S²⟩ = 3.78
Total charge = +1
HOMO level (spin up / spin down) = -12.09 / -12.09 eV
Electronic energy = -105387.557 eV

These are the Löwdin partial charges, in e, on atoms 1 to 5: 1.709 0.207 -0.480 -0.229 -0.435

=====

- electronic energy of number 5 (C11H12GdN2O4)?
  -43572.658 eV